(1)
{"formula": "C23H39Cl3N3O3SSiTm", "method": "ωB97M-V with the def2-TZVPD basis set", "elements": ["C", "C", "H", "H", "H", "C", "C", "H", "H", "H", "H", "Tm", "Cl", "Cl", "C", "O", "N", "C", "C", "H", "H", "H", "H", "H", "H", "H", "H", "H", "C", "C", "N", "H", "C", "O", "H", "H", "H", "H", "O", "C", "C", "C", "H", "C", "H", "C", "H", "C", "C", "H", "H", "H", "Si", "Cl", "C", "C", "C", "H", "H", "H", "H", "H", "H", "H", "H", "H", "S", "C", "C", "N", "C", "H", "H", "H"], "coordinates": [[2.5021, -2.5275, -6.1604], [1.9263, -1.6133, -7.1920], [1.9876, -3.4975, -6.0793], [2.5288, -2.0704, -5.1636], [3.5367, -2.7625, -6.4615], [1.8493, -2.0011, -8.4756], [2.1277, -3.3829, -8.9402], [1.7087, -1.2740, -9.2813], [1.6105, -4.1255, -8.3203], [3.2071, -3.5977, -8.9274], [1.7904, -3.5212, -9.9729], [1.4683, 0.2457, -3.6156], [2.5253, -0.2470, -1.3945], [3.7000, 1.3176, -4.3469], [0.3844, 3.1486, -2.9292], [0.1313, 1.8933, -3.0228], [-0.5772, 4.0580, -2.9251], [-1.9859, 3.6955, -2.7307], [-0.2503, 5.4454, -3.2129], [1.4221, 3.5088, -2.8699], [-2.1266, 3.1119, -1.8090], [-2.3996, 3.1567, -3.5977], [-2.5092, 4.6482, -2.6356], [0.6164, 5.7529, -2.6208], [-1.1235, 6.0373, -2.9430], [-0.0380, 5.5981, -4.2795], [-1.2192, -4.2848, 0.0246], [-0.3505, -4.2118, -3.6912], [-1.8671, -3.9025, -0.7714], [-1.3313, -4.0729, -3.2034], [-1.1335, -3.3855, -1.9267], [-2.5349, -3.1596, -0.3246], [-0.3798, -2.2815, -1.8322], [0.0978, -1.6782, -2.8565], [-2.0186, -3.4835, -3.8398], [-0.2085, -1.9134, -0.8059], [-2.4944, -4.7255, -1.1045], [-1.7832, -5.0454, -2.9516], [1.0872, -0.1068, -5.4794], [1.6420, -0.1836, -6.7629], [0.0885, 0.2197, -8.8679], [1.0084, 0.6487, -7.8975], [-0.3099, -0.8024, -8.8707], [-0.2561, 1.0508, -9.9462], [2.6258, 0.2741, -6.5748], [1.6504, 1.8770, -8.0901], [-0.9896, 0.7112, -10.6870], [0.3502, 2.2965, -10.0975], [1.3374, 2.6860, -9.1851], [2.4306, 2.1531, -7.3881], [0.0927, 2.9349, -10.9345], [1.8801, 3.6120, -9.3240], [-1.7688, -0.0601, -6.3134], [-1.4195, -2.0556, -6.9895], [-2.8706, 0.3202, -7.7213], [-1.0896, 1.7986, -6.0927], [-2.1913, -0.2762, -4.5219], [-2.6937, 1.3259, -8.1323], [-3.8469, 0.2382, -7.2194], [-2.7728, -0.4489, -8.5161], [-1.7982, -1.1847, -4.0567], [-3.2882, -0.2919, -4.5599], [-1.8689, 0.5759, -3.9034], [-0.6238, 2.1938, -6.9778], [-0.4320, 2.0224, -5.2601], [-1.9799, 2.4062, -5.9281], [-2.4054, 0.6498, 1.3749], [-0.8817, 0.5231, 2.1784], [0.1402, 0.3677, 1.2603], [-0.2901, 0.2580, -0.0429], [-1.5737, 0.4514, -0.1872], [-0.7657, 0.5658, 3.2455], [1.2045, 0.3252, 1.4728], [-2.1182, 0.5026, -1.1344]], "forces_ev_per_angstrom": [[0.22, -0.46, 0.27], [-0.31, 0.11, -0.96], [-0.03, 0.32, -0.02], [0.01, -0.17, -0.26], [-0.22, 0.04, 0.26], [0.47, 0.53, 0.25], [0.20, -0.52, -0.22], [-0.18, -0.33, 0.54], [0.21, 0.03, -0.07], [-0.18, -0.12, 0.07], [0.04, -0.01, 0.16], [0.79, -0.40, 2.67], [0.51, -0.26, 0.50], [-0.48, 0.14, -0.01], [-0.76, -1.98, -0.39], [0.22, 2.68, 0.64], [0.25, -0.59, 0.21], [-0.09, 0.02, -0.34], [0.14, 0.29, 0.04], [-0.23, -0.05, -0.21], [0.20, 0.11, -0.39], [0.24, 0.07, 0.33], [-0.16, -0.30, 0.07], [-0.15, 0.08, -0.12], [0.30, 0.18, 0.03], [-0.07, -0.08, 0.26], [0.10, 0.10, -0.22], [-0.60, 0.12, 0.03], [-0.02, 0.06, 0.46], [-0.01, 0.18, -0.04], [0.24, 0.32, 0.20], [0.16, 0.07, -0.16], [0.72, 0.87, -1.91], [-0.94, -1.33, 1.93], [0.45, -0.44, 0.07], [0.02, -0.02, -0.49], [0.05, 0.03, 0.01], [0.27, 0.38, -0.45], [-1.58, -0.75, -2.63], [0.94, -0.17, -0.30], [-0.15, 0.09, -0.27], [0.79, -0.04, -0.12], [0.10, 0.72, 0.26], [0.02, 0.02, 0.29], [0.07, -0.02, -0.58], [-0.48, 0.05, -0.64], [0.31, 0.08, 0.33], [0.26, -0.22, 0.39], [-0.20, -0.19, 0.25], [-0.06, 0.14, -0.07], [0.04, -0.03, 0.02], [-0.06, 0.07, -0.04], [1.79, 1.89, 0.45], [0.57, -0.10, 0.78], [-0.89, -0.19, -0.55], [0.22, -0.77, -0.24], [-0.75, -0.32, 0.31], [-0.29, -0.38, 0.25], [-0.35, 0.20, -0.69], [-0.37, 0.64, 0.56], [-0.28, 0.08, -0.29], [-0.10, -0.18, 0.57], [-0.13, -0.18, -0.40], [0.06, 0.17, -0.40], [0.09, -0.34, 0.02], [-0.56, -0.13, 0.00], [0.83, -0.10, -0.67], [0.64, -0.01, -1.10], [-1.36, -0.23, 0.18], [-0.81, 0.90, -0.43], [0.48, -0.10, 1.64], [-0.19, 0.11, 0.13], [-0.25, -0.15, -0.07], [0.28, -0.21, 0.35]], "mulliken_spin": [0.000, -0.001, 0.000, 0.000, 0.000, 0.000, 0.000, 0.000, 0.000, 0.000, 0.000, 2.041, -0.002, -0.003, 0.000, -0.006, 0.000, 0.000, 0.000, 0.000, 0.000, 0.000, 0.000, 0.000, 0.000, 0.000, 0.000, 0.000, 0.000, 0.000, 0.000, 0.000, 0.000, 0.000, 0.000, 0.000, 0.000, 0.000, -0.031, -0.001, 0.000, 0.000, 0.000, 0.000, 0.001, 0.000, 0.000, 0.000, 0.000, 0.000, 0.000, 0.000, 0.001, 0.000, 0.000, -0.001, -0.001, 0.000, 0.000, 0.000, 0.001, 0.000, 0.001, 0.000, 0.000, 0.000, 0.000, 0.000, 0.000, 0.000, 0.000, 0.000, 0.000, 0.000], "homo_ev": [-7.9, -7.9], "lumo_energy_ev": [0.103, 0.103], "s_squared": 2.002, "orbital_gap_ev": [8.031, 8.036], "mol_weight_da": 741.0, "multiplicity": 3}


(2)
{"formula": "C2H5FO", "method": "ωB97M-V with the def2-TZVPD basis set", "elements": ["O", "C", "C", "F", "H", "H", "H", "H", "H"], "coordinates": [[-0.2653, 0.3264, 1.4527], [-0.6855, 0.3876, 0.0746], [0.4186, -0.4563, -0.5802], [1.6551, 0.1107, -0.3119], [0.6655, -0.0170, 1.5957], [-1.7097, 0.1816, 0.0030], [-0.5113, 1.3670, -0.4781], [0.1440, -0.4839, -1.6746], [0.2885, -1.4160, -0.0812]], "forces_ev_per_angstrom": [[-0.04, 0.41, 0.76], [4.79, 1.42, 0.26], [-2.97, -0.41, -1.40], [-0.52, -0.26, -0.35], [-1.70, 0.86, -0.85], [-1.23, -1.07, -0.25], [-0.35, -0.27, 1.40], [1.18, -0.28, 0.85], [0.85, -0.40, -0.43]], "nbo_charge": [-0.738, -0.092, 0.020, -0.358, 0.483, 0.196, 0.157, 0.166, 0.166], "homo_ev": -10.3, "lumo_energy_ev": 1.069, "orbital_gap_ev": 11.405, "mol_weight_da": 64.1, "smiles": "OCCF"}


(3)
{"formula": "C27H45ClN5O7S", "method": "ωB97M-V with the def2-TZVPD basis set", "elements": ["C", "C", "N", "C", "C", "C", "C", "N", "C", "C", "C", "Cl", "C", "C", "O", "O", "C", "S", "C", "N", "C", "C", "O", "H", "H", "H", "H", "H", "H", "H", "H", "H", "H", "H", "H", "H", "H", "H", "C", "O", "C", "C", "N", "C", "C", "O", "C", "H", "H", "H", "H", "H", "H", "H", "H", "H", "H", "H", "H", "H", "H", "H", "C", "O", "C", "C", "N", "C", "C", "O", "C", "H", "H", "H", "H", "H", "H", "H", "H", "H", "H", "H", "H", "H", "H", "H"], "coordinates": [[-2.3162, -5.2989, 3.3094], [-2.4535, -4.7803, 1.8264], [-3.3534, -3.6234, 1.6110], [-3.5468, -2.7452, 2.7756], [-3.8955, -1.2845, 2.1937], [-2.5573, -0.7577, 1.5437], [-1.6611, 0.1780, 2.2925], [-0.4628, 0.6769, 1.8646], [-0.1990, 0.1846, 0.5875], [1.1063, 0.6149, -0.0513], [1.5284, 0.1499, -1.3753], [3.0717, 0.6855, -2.1014], [0.6629, -0.7944, -2.1731], [1.0191, -1.3810, -3.5817], [1.0524, -0.6553, -4.6027], [1.2949, -2.6565, -3.6915], [-0.6210, -1.2037, -1.5755], [-1.7400, -2.3448, -2.4762], [-1.0561, -0.7308, -0.1973], [-2.2761, -1.2027, 0.2825], [-4.5656, -3.9424, 0.9251], [-4.4173, -4.3749, -0.5946], [-5.6911, -3.8622, 1.4003], [-1.9187, -6.3532, 3.2743], [-3.2334, -5.1901, 3.9421], [-1.4919, -4.6892, 3.7992], [-2.8691, -5.6461, 1.2186], [-1.4605, -4.5418, 1.3278], [-2.6456, -2.5968, 3.4239], [-4.4135, -3.1339, 3.3938], [-4.7527, -1.2993, 1.4728], [-4.2166, -0.6485, 3.0731], [-2.0003, 0.4983, 3.3261], [1.7763, 1.3239, 0.5083], [-2.5833, -1.5695, -3.2606], [-4.8793, -5.3799, -0.8008], [-4.8018, -3.5664, -1.2785], [-3.3133, -4.4739, -0.8081], [5.5384, 1.9451, -8.8088], [4.4371, 1.0707, -8.9677], [4.0781, 0.3852, -7.7604], [2.7417, 0.8816, -7.2283], [2.8551, 2.2430, -6.7015], [1.5648, 2.8765, -6.4280], [0.6193, 3.1090, -7.6130], [1.0836, 4.0724, -8.5534], [1.9845, 3.5713, -9.5229], [5.8477, 2.2786, -9.8024], [5.2617, 2.8284, -8.2244], [6.3840, 1.4391, -8.3345], [4.8645, 0.4507, -7.0026], [3.9702, -0.6701, -8.0289], [2.4018, 0.2154, -6.4293], [2.0188, 0.8303, -8.0507], [3.3547, 2.8156, -7.3709], [1.7876, 3.8523, -5.9840], [1.0427, 2.2942, -5.6620], [-0.3085, 3.5214, -7.2044], [0.3354, 2.1781, -8.1163], [1.7761, 2.5288, -9.7836], [3.0150, 3.6774, -9.1801], [1.8800, 4.1720, -10.4295], [1.1052, 3.7807, 8.3462], [1.8362, 2.7071, 7.7787], [1.8301, 1.5289, 8.5847], [1.0082, 0.4269, 7.9283], [-0.4198, 0.7426, 7.9597], [-1.2371, -0.1294, 7.1135], [-0.9768, -0.1043, 5.6018], [-1.3259, 1.1187, 4.9706], [-0.3341, 2.1298, 5.0371], [1.3145, 4.6760, 7.7574], [0.0281, 3.5913, 8.3058], [1.4088, 3.9670, 9.3799], [1.4932, 1.7315, 9.6059], [2.8705, 1.1931, 8.6446], [1.1787, -0.5144, 8.4595], [1.3699, 0.3128, 6.9006], [-0.5527, 1.6978, 7.6515], [-2.2772, 0.1688, 7.2768], [-1.1449, -1.1588, 7.4755], [-1.6275, -0.8630, 5.1535], [0.0462, -0.3990, 5.3424], [0.6792, 1.7176, 5.0274], [-0.4828, 2.7542, 5.9201], [-0.4435, 2.7723, 4.1621]], "forces_ev_per_angstrom": [[1.40, 0.72, -0.19], [0.12, -1.08, -1.24], [-0.71, -0.51, 0.87], [-1.50, 1.18, -0.39], [1.11, -0.12, 0.80], [0.35, 0.54, -0.97], [-0.31, -0.31, -0.03], [-2.97, -2.47, -1.45], [2.13, 0.06, -1.86], [-0.19, -1.09, -1.92], [-2.32, -0.47, 1.64], [-1.31, -0.39, 0.76], [-1.86, -0.08, 1.96], [1.57, -3.42, -2.52], [-0.55, 1.13, 1.61], [-0.86, 3.17, 2.09], [1.52, 1.84, 0.33], [0.29, 0.44, 0.02], [0.50, -0.16, -0.84], [1.30, 2.00, 2.35], [-0.71, -0.57, -1.14], [1.53, -0.20, 0.66], [1.30, 0.49, -0.03], [-0.69, 1.00, 0.15], [0.69, -0.34, -0.81], [-1.03, -0.70, -0.33], [0.46, 1.02, 0.63], [-0.87, -0.35, 1.02], [-0.59, -0.61, -0.81], [0.94, 0.58, -0.43], [0.98, -0.16, 0.50], [0.51, -0.48, -0.98], [0.50, -0.40, -1.71], [-0.87, -0.89, -0.60], [0.95, 0.02, 0.88], [0.08, 1.19, 0.31], [0.20, -0.87, 0.92], [-1.16, 0.20, 0.01], [-0.28, -0.07, -0.28], [0.48, 0.19, 0.21], [-0.63, -0.29, -0.15], [0.39, 0.09, 0.17], [-0.13, -0.09, -0.17], [0.21, 0.11, -0.01], [-0.16, 0.11, 0.42], [-0.04, -0.21, -0.11], [-0.11, 0.23, -0.03], [-0.07, -0.06, 0.04], [0.16, 0.02, 0.12], [0.02, 0.04, 0.07], [-0.01, 0.20, -0.04], [0.00, 0.04, 0.06], [-0.08, 0.05, 0.01], [-0.01, -0.20, -0.07], [-0.05, -0.03, 0.03], [-0.12, 0.01, -0.03], [0.02, -0.11, -0.11], [0.05, 0.04, -0.04], [0.19, -0.01, -0.07], [0.10, 0.02, 0.13], [0.12, -0.21, -0.09], [-0.08, 0.05, 0.06], [0.11, 0.00, -0.32], [-0.22, 0.12, 0.44], [0.33, -0.34, -0.41], [-0.23, 0.43, 0.11], [0.16, -0.19, -0.09], [-0.10, 0.33, 0.00], [-0.27, -0.20, 0.08], [0.38, -0.01, 0.79], [-0.12, 0.21, -0.22], [0.03, -0.12, 0.00], [-0.04, 0.06, 0.17], [-0.06, -0.01, 0.04], [-0.16, 0.08, -0.09], [-0.05, -0.02, 0.03], [-0.02, 0.00, -0.02], [0.21, -0.08, 0.03], [0.03, -0.06, 0.02], [0.01, -0.09, -0.08], [0.09, 0.01, -0.05], [-0.01, 0.03, -0.01], [0.05, 0.16, 0.03], [-0.09, -0.01, 0.08], [0.18, 0.03, 0.09], [-0.06, -0.15, -0.04]], "mulliken_charge": [-0.980, -0.632, 0.428, -0.969, -0.819, -0.033, -0.063, -0.523, 0.331, -0.507, 0.232, -0.213, 0.294, -0.046, -0.623, -0.709, -0.002, -0.176, 0.271, -0.292, 0.430, -0.956, -0.592, 0.361, 0.262, 0.231, 0.410, 0.327, 0.445, 0.309, 0.452, 0.350, 0.714, 0.360, 0.141, 0.316, 0.277, 0.228, -0.721, -0.338, -0.842, 0.025, -0.357, -0.636, -0.515, -0.437, -0.519, 0.229, 0.294, 0.343, 0.384, 0.372, 0.398, 0.112, 0.081, 0.391, 0.350, 0.361, 0.346, 0.277, 0.154, 0.300, -0.715, -0.329, -0.816, -0.143, -0.331, -1.194, 0.416, -0.443, -0.770, 0.238, 0.301, 0.338, 0.408, 0.390, 0.377, 0.176, 0.098, 0.428, 0.412, -0.155, 0.304, 0.332, 0.210, 0.382], "homo_ev": -4.6, "lumo_energy_ev": 1.912, "orbital_gap_ev": 6.510, "mol_weight_da": 619.2, "total_charge": -1}


(4)
{"formula": "C3H7N2O4S", "method": "ωB97M-V with the def2-TZVPD basis set", "elements": ["C", "C", "C", "N", "N", "O", "O", "O", "O", "S", "H", "H", "H", "H", "H", "H", "H"], "coordinates": [[-0.6019, 0.7223, -0.0495], [-0.0401, -0.6409, -0.4486], [-0.8513, -1.8446, -0.2202], [-1.3435, 0.8500, 1.0238], [-0.3509, 1.7004, -0.8766], [3.2373, -0.8475, 0.0843], [2.1725, 1.3803, -0.1098], [1.1472, -0.3223, 1.2597], [0.9911, -0.6329, -1.1558], [2.1470, 0.0111, 0.2396], [-0.9931, -2.0280, 0.8449], [-0.3590, -2.7108, -0.6580], [-1.8419, -1.7155, -0.6584], [-1.3836, 0.0924, 1.6906], [-1.6277, 1.7650, 1.3532], [0.2969, 1.5595, -1.6450], [-0.5991, 2.6615, -0.6740]], "forces_ev_per_angstrom": [[-0.38, 0.45, -0.15], [-0.62, -0.14, -0.13], [-0.02, -0.33, -0.13], [-0.12, 0.06, 0.06], [-0.17, 0.06, -0.16], [0.43, -0.44, -0.21], [0.59, 0.37, -0.07], [0.39, -0.29, -0.11], [-0.42, -0.43, -0.47], [0.60, 0.74, 1.25], [0.02, 0.08, 0.09], [0.01, 0.08, 0.00], [-0.10, 0.06, -0.06], [0.01, 0.10, -0.01], [-0.08, -0.17, -0.05], [-0.09, -0.09, 0.13], [-0.04, -0.12, 0.02]], "nbo_charge": [0.469, 0.668, -0.738, -0.698, -0.661, -0.781, -0.876, -0.909, -0.624, 2.527, 0.283, 0.289, 0.282, 0.441, 0.435, 0.456, 0.437], "homo_ev": -15.4, "lumo_energy_ev": -5.999, "orbital_gap_ev": 9.384, "mol_weight_da": 167.2, "total_charge": 1}


(5)
{"formula": "CH3I2NO", "method": "ωB97M-V with the def2-TZVPD basis set", "elements": ["C", "N", "O", "I", "I", "H", "H", "H"], "coordinates": [[0.7435, -1.0469, -0.8709], [-0.7771, 1.8326, 1.8239], [0.5600, -0.2642, 0.3388], [0.2177, 1.7199, 0.1940], [-2.7686, 1.4860, 1.9205], [1.7409, -1.3884, -1.2045], [0.2048, -0.4783, -1.6716], [0.0788, -1.8608, -0.5302]], "forces_ev_per_angstrom": [[-2.42, 0.47, 0.40], [0.96, 0.49, -0.01], [1.34, 0.62, -0.34], [-0.53, -0.74, 0.62], [-0.35, -0.17, -0.39], [-0.28, 0.56, 0.69], [0.63, -0.82, 0.12], [0.65, -0.42, -1.09]], "nbo_charge": [-0.275, -1.070, -0.763, 1.253, 0.287, 0.190, 0.167, 0.210], "homo_ev": [-8.5, -8.5], "lumo_energy_ev": [-1.021, -1.021], "orbital_gap_ev": [7.479, 7.480], "mol_weight_da": 298.8}


(6)
{"formula": "C8H15IN3S", "method": "ωB97M-V with the def2-TZVPD basis set", "elements": ["C", "C", "C", "C", "C", "C", "C", "C", "N", "N", "N", "S", "I", "H", "H", "H", "H", "H", "H", "H", "H", "H", "H", "H", "H", "H", "H", "H"], "coordinates": [[1.0885, -0.6902, 0.3121], [2.3441, -0.0924, 0.1979], [-1.8891, 0.4382, -0.5271], [-1.4080, 1.8085, -0.7384], [-3.4222, -0.5679, 1.9194], [2.6863, -1.0089, -2.5956], [-2.0646, -0.0066, 1.8818], [-1.1560, -0.3442, 0.4868], [0.1107, 0.0601, 0.6888], [3.3658, -1.0099, -1.3248], [3.0263, 0.7253, 0.8141], [-3.0111, -0.2776, -1.4554], [5.3105, -0.3776, -1.2570], [1.0515, -1.7334, 0.0041], [-0.4232, 2.0462, -0.3014], [-2.1110, 2.4476, -0.3093], [-1.3458, 2.0265, -1.6987], [-3.9417, 0.0669, 2.6399], [-3.9755, -0.3954, 0.8548], [-3.5443, -1.6143, 2.2669], [1.6861, -0.5802, -2.4314], [3.2870, -0.4417, -3.3286], [2.4960, -2.0303, -2.8998], [-1.4690, -0.4199, 2.7590], [-1.8941, 1.1507, 1.9718], [-1.1653, -1.4904, 0.1188], [2.5847, 1.0852, 1.7242], [3.7835, 1.2259, 0.2270]], "forces_ev_per_angstrom": [[0.48, -0.23, 0.34], [-2.64, -2.29, -2.21], [0.45, -0.81, -1.56], [1.16, -0.49, 3.49], [-2.60, 0.75, -1.97], [0.20, 0.38, 0.26], [3.90, 0.54, 0.02], [-3.55, -3.85, 1.12], [3.00, 1.21, 0.27], [1.24, 1.18, 0.58], [2.08, 3.35, 1.46], [0.09, 0.34, 0.18], [-0.60, -0.80, -0.34], [-0.50, -0.12, -0.16], [-0.53, -0.35, 0.10], [-1.22, 1.43, 0.74], [-0.03, 0.95, -4.55], [-0.44, -0.20, -0.03], [1.11, -0.65, 2.68], [0.45, 0.61, -0.50], [0.23, 0.18, -0.07], [-0.59, -0.47, 0.05], [0.20, -0.41, -0.37], [-0.43, 0.41, -1.15], [-0.95, -2.05, -0.20], [-0.54, 2.18, 1.20], [1.50, -0.42, -1.28], [-1.46, -0.37, 1.90]], "nbo_charge": [-0.102, 0.511, -0.030, -0.703, -0.653, -0.506, -0.355, -0.178, -0.342, -0.387, -0.732, 0.089, 0.487, 0.210, 0.221, 0.253, 0.239, 0.236, 0.225, 0.234, 0.239, 0.242, 0.261, 0.225, 0.217, 0.199, 0.460, 0.441], "homo_ev": [-11.0, -11.1], "lumo_energy_ev": [-4.686, -6.701], "s_squared": 2.040, "orbital_gap_ev": [6.281, 4.405], "mol_weight_da": 312.2, "total_charge": 1, "multiplicity": 3}